1) C9H16N2O3 | ωB97M-V/def2-TZVPD

Results
* net charge: 0
* E_LUMO: 0.8 eV
* HOMO-LUMO gap: 9.22 eV
* HOMO: -8.455 eV

Positions of all 30 atoms, in Å:
C: 0.355 2.606 2.134
C: -0.010 2.375 0.664
C: -0.917 1.282 0.416
C: -1.013 0.799 -1.145
N: -0.535 -0.576 -1.091
C: -0.981 -1.441 -2.145
C: -0.203 -1.239 -3.479
C: -0.367 -0.856 0.243
O: 0.016 -2.323 0.648
C: 0.030 -2.475 2.054
N: -0.436 0.123 1.106
H: 1.011 3.387 2.283
H: 0.883 1.708 2.564
H: -0.593 2.805 2.563
H: 0.916 2.294 0.055
H: -0.274 3.453 0.289
H: -1.898 1.378 0.916
H: -1.928 0.974 -1.706
H: -0.342 1.466 -1.831
H: -1.024 -2.424 -1.622
H: -2.045 -1.143 -2.271
H: -0.255 -0.217 -3.782
H: 0.836 -1.346 -3.176
H: -0.385 -2.101 -4.123
H: 0.514 -1.621 2.668
H: 0.878 -3.280 2.372
H: -0.988 -2.757 2.593
O: 2.857 -0.283 2.060
C: 2.941 -0.305 0.943
O: 2.958 -0.261 -0.200

***

2) C9H16N2O3 | ωB97M-V/def2-TZVPD

Results
* net charge: 0
* E_LUMO: 0.5 eV
* HOMO-LUMO gap: 9.62 eV
* HOMO: -9.167 eV

Positions of all 30 atoms, in Å:
C: -3.639 0.079 1.519
N: -2.227 0.034 0.825
C: -2.058 -0.908 -0.187
C: -0.694 -1.362 -0.564
N: -0.142 0.015 -0.577
C: 1.147 0.184 -0.421
O: 1.695 1.452 -0.873
C: 2.058 -0.883 -0.451
C: 3.494 -0.528 -0.710
C: 4.288 0.182 0.602
O: 5.088 -0.454 1.122
O: 3.802 1.309 0.896
C: -0.885 1.320 -0.908
C: -2.001 1.395 0.439
H: -3.656 0.999 2.183
H: -3.980 -0.924 2.001
H: -4.456 0.274 0.786
H: -2.562 -1.963 0.218
H: -2.741 -0.973 -1.104
H: -0.567 -1.670 -1.520
H: -0.196 -1.636 0.461
H: 2.009 -1.301 0.662
H: 1.724 -1.508 -1.006
H: 3.728 -0.191 -1.618
H: 4.089 -1.620 -0.676
H: 3.169 1.427 0.206
H: -1.533 1.168 -1.728
H: -0.450 2.168 -0.766
H: -1.549 1.886 1.058
H: -2.955 2.032 0.130

***

The energy of each structure relative to the most stable one, in eV, is as follows: 1) 0.000; 2) 5.553.

***

1) C9H16N2O3 | ωB97M-V/def2-TZVPD

Results
* net charge: 0
* E_LUMO: 0.9 eV
* HOMO-LUMO gap: 9.43 eV
* HOMO: -8.583 eV

Positions of all 30 atoms, in Å:
C: -0.658 0.007 0.066
C: -2.404 -0.109 -0.061
C: 0.309 -1.126 0.132
C: 1.402 1.010 0.065
C: 0.086 -1.980 1.386
C: 0.236 -1.998 -1.124
C: 1.894 1.799 1.278
C: 1.965 1.583 -1.236
C: -4.356 1.145 -0.071
N: 1.592 -0.411 0.240
N: -0.087 1.161 0.011
O: -0.575 2.302 -0.079
O: -2.923 -1.180 -0.206
O: -2.936 1.070 0.024
H: 0.802 -2.798 1.411
H: -0.923 -2.382 1.374
H: 0.221 -1.371 2.275
H: 1.020 -2.753 -1.093
H: 0.364 -1.394 -2.022
H: -0.728 -2.495 -1.176
H: 1.550 1.319 2.190
H: 1.495 2.809 1.229
H: 2.980 1.836 1.288
H: 1.646 0.981 -2.087
H: 3.050 1.606 -1.202
H: 1.588 2.595 -1.367
H: -4.586 2.042 -0.644
H: -4.777 1.225 0.933
H: -4.753 0.257 -0.564
H: 2.286 -0.792 -0.390

***

2) C9H16N2O3 | ωB97M-V/def2-TZVPD

Results
* net charge: 0
* E_LUMO: 0.1 eV
* HOMO-LUMO gap: 8.97 eV
* HOMO: -8.870 eV

Positions of all 30 atoms, in Å:
C: 2.217 1.860 -0.605
C: 1.696 -1.710 -0.201
C: -1.047 2.025 0.891
C: -1.113 0.743 0.771
C: 1.901 -0.399 -0.905
C: -3.329 0.589 -0.551
C: -2.048 -1.461 0.067
C: 2.890 0.422 1.241
C: -1.916 0.031 -0.285
N: 2.097 -2.883 -0.745
N: 2.416 0.502 -0.086
O: 2.320 2.835 0.116
O: 0.911 -1.723 0.743
O: -1.218 0.083 -1.549
H: 2.189 1.878 -1.771
H: -1.463 2.682 0.197
H: -0.515 2.573 1.596
H: -0.601 0.014 1.415
H: -3.755 -0.063 -1.282
H: -3.455 1.611 -0.751
H: -3.984 0.377 0.303
H: -2.638 -1.989 -0.658
H: -0.964 -1.951 0.192
H: -2.619 -1.628 1.010
H: 3.572 1.306 1.357
H: 2.010 0.594 1.806
H: 3.498 -0.415 1.586
H: 2.658 -2.986 -1.578
H: 1.808 -3.790 -0.366
H: -1.518 0.874 -1.956

***

The energy of each structure relative to the most stable one, in eV, is as follows: 1) 0.000; 2) 1.591.

***

1) C5H15N2 | ωB97M-V/def2-TZVPD

Results
* net charge: +2
* E_LUMO (spin up / spin down): -6.8 / -12.4 eV
* HOMO-LUMO gap (spin up / spin down): 12.42 / 6.90 eV
* HOMO (spin up / spin down): -19.238 / -19.270 eV
* 2S+1: 2

Positions of all 22 atoms, in Å:
C: -0.209 -1.111 -2.162
C: -1.083 -0.444 -1.058
C: -0.251 0.873 -0.568
C: 0.760 1.122 0.535
C: 0.124 1.450 1.880
N: -0.548 0.253 2.439
N: 0.986 -1.889 -1.118
H: -0.805 -1.778 -2.832
H: 0.381 -0.459 -2.817
H: -2.102 -0.171 -1.366
H: -1.249 -1.090 -0.167
H: -1.025 1.746 -0.562
H: 0.278 1.236 -1.663
H: 1.566 0.354 0.802
H: 1.338 1.993 0.233
H: -0.457 2.439 1.681
H: 0.873 1.942 2.536
H: -1.367 0.363 3.068
H: 0.056 -0.459 2.894
H: 0.602 -2.776 -0.744
H: 1.828 -2.147 -1.625
H: 0.965 -1.078 -0.442

***

2) C5H15N2 | ωB97M-V/def2-TZVPD

Results
* net charge: +2
* E_LUMO (spin up / spin down): -14.0 / -14.0 eV
* HOMO-LUMO gap (spin up / spin down): 5.33 / 5.31 eV
* HOMO (spin up / spin down): -19.317 / -19.317 eV
* 2S+1: 2

Positions of all 22 atoms, in Å:
C: -0.520 1.008 -0.849
N: -1.575 -0.050 -0.684
C: -2.566 -0.132 -1.728
C: 0.772 0.538 -0.051
N: 1.077 -0.775 -0.371
C: 1.746 -0.037 2.235
C: 0.604 0.663 1.499
H: -0.851 2.008 -0.559
H: -0.141 1.046 -1.875
H: -0.937 -0.864 -0.721
H: -3.160 -1.045 -1.614
H: -3.274 0.693 -1.497
H: -2.103 -0.083 -2.709
H: 1.545 1.262 -0.382
H: 2.052 -4.931 0.582
H: 1.805 -0.895 -1.104
H: 1.806 -5.137 -0.090
H: 1.613 0.043 3.342
H: 1.738 -1.075 1.817
H: 2.677 0.444 1.841
H: 0.512 1.710 1.785
H: -0.339 0.161 1.786

***

The energy of each structure relative to the most stable one, in eV, is as follows: 1) 0.000; 2) 5.402.

***

1) C9H11NO | ωB97M-V/def2-TZVPD

Results
* net charge: 0
* E_LUMO: 0.9 eV
* HOMO-LUMO gap: 9.91 eV
* HOMO: -9.035 eV

Positions of all 22 atoms, in Å:
C: 1.004 0.417 -2.436
C: 1.563 0.964 -1.269
C: -0.020 -0.457 -2.282
C: 1.154 0.721 0.030
C: -0.477 -0.715 -0.994
C: 0.066 -0.120 0.117
C: -1.445 0.399 2.177
C: 1.750 1.266 1.306
C: -1.754 -1.642 -0.721
N: -0.730 -0.573 1.739
O: -0.569 -1.714 2.196
H: 1.395 0.834 -3.424
H: 2.427 1.547 -1.305
H: -0.441 -1.158 -2.919
H: -1.981 0.388 3.156
H: -1.610 1.373 1.570
H: 1.686 2.396 1.543
H: 1.424 0.657 2.186
H: 2.818 1.161 1.110
H: -1.644 -2.035 0.303
H: -2.716 -1.093 -0.824
H: -1.901 -2.617 -1.262

***

2) C9H11NO | ωB97M-V/def2-TZVPD

Results
* net charge: 0
* E_LUMO: 0.8 eV
* HOMO-LUMO gap: 9.99 eV
* HOMO: -9.225 eV

Positions of all 22 atoms, in Å:
C: -0.702 -1.050 1.608
N: -0.787 0.452 1.486
C: -1.525 1.163 2.567
C: -0.309 1.267 0.518
O: -0.429 2.437 0.464
C: 0.310 0.477 -0.661
C: -0.493 -0.226 -1.646
C: 0.091 -0.909 -2.679
C: 1.491 -0.951 -2.809
C: 2.295 -0.301 -1.806
C: 1.653 0.403 -0.755
H: -0.143 -1.318 2.738
H: -1.661 -1.424 1.672
H: -0.180 -1.354 0.863
H: -0.932 1.092 3.567
H: -2.581 0.547 2.675
H: -1.601 2.283 2.515
H: -1.596 -0.163 -1.361
H: -0.682 -1.526 -3.369
H: 1.971 -1.571 -3.696
H: 3.411 -0.192 -1.819
H: 2.399 0.863 -0.071

***

3) C9H11NO | ωB97M-V/def2-TZVPD

Results
* net charge: 0
* E_LUMO: 0.9 eV
* HOMO-LUMO gap: 9.01 eV
* HOMO: -8.077 eV

Positions of all 22 atoms, in Å:
C: -2.924 -0.673 0.212
C: -1.790 0.213 0.364
O: -1.934 1.398 0.681
N: -0.556 -0.301 0.176
C: -0.115 -1.598 0.012
C: 1.154 -1.717 -0.345
C: 1.881 -0.370 -0.325
C: 2.306 0.016 1.122
C: 1.342 0.951 1.197
C: 0.842 0.752 -0.194
C: 0.467 1.771 -1.182
H: -2.856 -0.990 -0.888
H: -3.791 -0.137 0.256
H: -2.964 -1.429 0.935
H: -0.895 -2.311 0.177
H: 1.700 -2.618 -0.470
H: 2.522 -0.406 -1.173
H: 3.123 -0.404 1.591
H: 1.199 1.628 2.003
H: 0.406 1.480 -2.160
H: 1.294 2.484 -1.200
H: -0.409 2.260 -0.789

***

The energy of each structure relative to the most stable one, in eV, is as follows: 1) 2.257; 2) 0.000; 3) 0.937.

***

1) C9H11NO | ωB97M-V/def2-TZVPD

Results
* net charge: 0
* E_LUMO: 0.8 eV
* HOMO-LUMO gap: 10.50 eV
* HOMO: -9.670 eV

Positions of all 22 atoms, in Å:
C: 2.456 -1.431 0.427
C: 1.138 -1.017 0.571
C: 0.762 0.230 0.099
C: -0.639 0.795 0.168
C: -1.614 0.083 1.126
C: -2.596 -0.651 0.190
O: -2.004 -0.621 -1.098
C: -1.348 0.629 -1.188
C: 1.752 0.986 -0.528
C: 3.034 0.482 -0.644
N: 3.399 -0.706 -0.165
H: 2.760 -2.401 0.812
H: 0.436 -1.679 1.065
H: -0.551 1.853 0.426
H: -2.149 0.805 1.744
H: -1.099 -0.595 1.807
H: -2.776 -1.691 0.462
H: -3.562 -0.129 0.170
H: -0.656 0.588 -2.028
H: -2.077 1.437 -1.347
H: 1.527 1.968 -0.931
H: 3.806 1.065 -1.140

***

2) C9H11NO | ωB97M-V/def2-TZVPD

Results
* net charge: 0
* E_LUMO: 0.9 eV
* HOMO-LUMO gap: 8.60 eV
* HOMO: -7.727 eV

Positions of all 22 atoms, in Å:
C: 0.000 0.000 0.000
C: 1.092 -0.948 -0.165
C: 2.097 -1.016 0.745
N: 2.971 -1.987 0.310
C: 2.622 -2.541 -0.894
C: 3.241 -3.464 -1.711
C: 2.551 -3.821 -2.855
C: 1.287 -3.310 -3.175
C: 0.700 -2.302 -2.398
C: 1.365 -1.930 -1.203
H: 0.215 0.647 0.867
H: -0.956 -0.521 0.179
H: -0.108 0.635 -0.895
H: 2.255 -0.455 1.666
H: 3.840 -2.302 0.749
H: 4.213 -3.923 -1.487
H: 3.016 -4.603 -3.470
H: 0.697 -3.690 -4.019
H: -0.281 -1.875 -2.648
O: -0.100 0.435 -4.171
H: 0.634 1.089 -4.217
H: 0.234 -0.348 -4.663

***

3) C9H11NO | ωB97M-V/def2-TZVPD

Results
* net charge: 0
* E_LUMO: 0.8 eV
* HOMO-LUMO gap: 9.46 eV
* HOMO: -8.628 eV

Positions of all 22 atoms, in Å:
C: 3.801 0.851 0.362
C: 3.051 -0.177 -0.360
O: 3.534 -1.110 -0.928
N: 1.732 0.262 -0.356
C: 0.680 0.276 0.294
C: -0.412 1.021 -0.309
C: -1.767 1.333 0.327
C: -2.286 0.011 0.953
C: -2.263 -0.615 -0.259
C: -2.257 -2.098 -0.593
C: -1.705 0.594 -0.995
H: 3.748 1.891 0.041
H: 4.928 0.645 0.251
H: 3.399 0.799 1.449
H: 0.438 -0.303 1.271
H: -0.014 1.834 -0.904
H: -2.019 2.350 0.612
H: -2.545 -0.317 1.889
H: -3.219 -2.466 -0.840
H: -1.871 -2.535 0.304
H: -1.551 -2.390 -1.357
H: -1.919 0.990 -2.015

***

The energy of each structure relative to the most stable one, in eV, is as follows: 1) 0.478; 2) 0.000; 3) 4.361.